[1]
The following is a DFT calculation (wB97M-V/def2-TZVPD) of a molecular structure, C42H41BrO2P2Re at a distorted geometry.

Results
Expectation value of S²: 3.802
LUMO energy (spin up / spin down): -0.2883 / -0.2893 Ha
Gap between HOMO and LUMO (spin up / spin down): 5.0 / 5.0 eV
HOMO level (spin up / spin down): -12.9 / -12.9 eV

Geometry as ORCA input:
```
! RIJCOSX wB97M-V def2-TZVPD def2/J DEFGRID3
* xyz 2 4
Re 0.87 1.42 -0.29
C 2.04 2.55 0.76
C 0.68 2.87 1.11
C -0.03 4.11 0.65
C 0.12 4.18 -0.91
C 0.48 2.85 -1.53
C 1.87 2.32 -1.73
C 3.02 3.19 -1.41
C 2.95 3.53 0.09
C -0.26 -1.52 -1.20
H 2.59 1.89 1.39
H 0.51 2.70 2.17
H 0.25 5.07 1.16
H -1.11 4.00 0.84
H -0.84 4.51 -1.36
H 0.89 4.92 -1.16
H -0.08 2.74 -2.46
H 2.13 1.72 -2.66
H 3.11 4.06 -2.07
H 3.90 2.56 -1.58
H 3.95 3.39 0.53
H 2.54 4.53 0.28
H 0.65 -1.87 -0.71
H -0.28 -2.19 -2.08
H -1.05 -1.80 -0.49
P -1.13 0.81 0.99
P -0.36 -0.17 -2.24
C -2.04 1.55 -0.41
C -1.72 1.19 -1.68
C -2.02 1.28 2.45
C -2.52 2.51 2.93
C -3.32 2.51 4.09
C -3.57 1.29 4.75
C -3.01 0.07 4.32
C -2.20 0.10 3.20
C 1.31 -0.03 2.17
C 2.50 -0.54 1.69
C 3.72 -0.15 2.30
C 3.67 0.62 3.45
C 2.42 0.95 4.00
C 1.19 0.60 3.40
C -1.70 -0.87 -3.34
C -2.94 -1.12 -2.71
C -4.10 -1.19 -3.49
C -3.93 -1.13 -4.90
C -2.67 -1.05 -5.53
C -1.53 -0.90 -4.72
C 1.11 -0.28 -3.38
C 1.99 -1.31 -3.08
C 3.20 -1.47 -3.75
C 3.59 -0.53 -4.69
C 2.69 0.46 -5.07
C 1.42 0.55 -4.48
H -2.88 2.21 -0.14
H -2.47 1.47 -2.48
H -2.26 3.44 2.42
H -3.75 3.45 4.47
H -4.22 1.27 5.63
H -3.19 -0.90 4.82
H -1.73 -0.78 2.81
H 2.43 -1.27 0.87
H 4.68 -0.48 1.87
H 4.61 0.88 3.93
H 2.39 1.46 4.94
H 0.22 0.85 3.84
H -2.99 -1.10 -1.61
H -5.09 -1.32 -3.00
H -4.82 -1.21 -5.52
H -2.55 -1.12 -6.62
H -0.53 -0.79 -5.15
H 1.74 -2.06 -2.34
H 3.83 -2.35 -3.54
H 4.58 -0.58 -5.15
H 2.99 1.15 -5.86
H 0.67 1.23 -4.89
Br 2.18 -4.17 2.22
C 0.45 -4.83 2.58
C 0.38 -6.13 3.10
C -0.86 -6.74 3.34
C -2.07 -6.09 2.98
C -1.99 -4.81 2.43
C -0.74 -4.14 2.27
C -0.81 -2.66 2.00
O -1.93 -2.29 1.51
O 0.18 -1.90 2.28
H 1.32 -6.62 3.32
H -0.85 -7.73 3.79
H -3.04 -6.57 3.14
H -2.88 -4.27 2.11
*
```



[2]
The following is a DFT calculation (wB97M-V/def2-TZVPD) of a molecular structure, C42H41Cl3N6O7S3Si2W.

Results
LUMO energy: -0.0619 Ha
Gap between HOMO and LUMO: 6.2 eV
HOMO level: -7.9 eV

Geometry as ORCA input:
```
! RIJCOSX wB97M-V def2-TZVPD def2/J DEFGRID3
* xyz 0 1
W -0.72 -0.79 -0.53
C -0.29 -1.11 7.62
C -0.29 -0.48 6.25
C 0.85 -0.46 5.46
C 0.84 0.11 4.20
C -0.33 0.68 3.70
C -1.46 0.72 4.51
C -1.44 0.13 5.76
S -0.26 1.47 2.10
O -0.80 2.78 2.35
O 1.10 1.29 1.65
N -1.20 0.65 1.09
C -2.62 0.86 1.30
C -3.40 -0.19 0.55
O -4.59 -0.29 0.53
O -2.60 -1.05 -0.13
H 0.71 -1.43 7.90
H -0.94 -1.99 7.64
H -0.65 -0.42 8.37
H 1.77 -0.90 5.84
H 1.73 0.13 3.59
H -2.34 1.27 4.19
H -2.33 0.17 6.38
H -2.97 1.85 0.99
H -2.93 0.74 2.35
Cl 4.13 -0.71 0.26
C 3.00 -1.52 1.25
C 3.42 -2.18 2.43
C 2.53 -2.78 3.27
Cl 3.10 -3.55 4.72
C 1.14 -2.76 3.00
C 0.11 -3.22 3.85
C -1.19 -2.99 3.49
C -1.49 -2.36 2.27
N -0.55 -1.97 1.44
C 0.75 -2.13 1.81
C 1.67 -1.53 0.94
O 1.10 -0.93 -0.12
H 4.48 -2.19 2.67
H 0.35 -3.71 4.78
H -2.01 -3.30 4.13
H -2.51 -2.21 1.95
C -0.45 -0.95 -4.51
Si 0.29 -1.77 -2.99
C 2.14 -1.76 -2.74
C 0.02 -3.58 -3.42
C 0.57 -4.18 -4.56
C 0.30 -5.51 -4.85
C -0.52 -6.26 -4.01
C -1.05 -5.68 -2.88
C -0.78 -4.34 -2.58
Si -1.36 -3.48 -1.03
C -3.23 -3.56 -1.04
C -0.72 -4.64 0.31
H -0.29 -1.64 -5.34
H -0.04 0.02 -4.79
H -1.54 -0.85 -4.39
H 2.63 -1.98 -3.69
H 2.38 -2.58 -2.06
H 2.55 -0.83 -2.35
H 1.20 -3.61 -5.23
H 0.73 -5.96 -5.74
H -0.73 -7.29 -4.25
H -1.68 -6.27 -2.22
H -3.49 -4.60 -1.29
H -3.66 -2.92 -1.82
H -3.70 -3.30 -0.10
H -0.79 -5.65 -0.12
H -1.31 -4.65 1.23
H 0.33 -4.48 0.56
Cl -2.87 6.21 -0.18
C -1.38 5.33 -0.04
C -0.26 5.92 0.51
C 0.90 5.17 0.57
C 0.88 3.87 0.09
N -0.21 3.29 -0.40
C -1.32 4.01 -0.48
H -0.30 6.93 0.88
H 1.81 5.58 0.98
H 1.76 3.24 0.14
H -2.21 3.54 -0.88
N 3.15 7.32 -1.62
C 2.79 6.04 -1.99
C 1.58 5.81 -2.66
C 1.23 4.54 -3.05
C 2.06 3.46 -2.78
C 3.27 3.68 -2.13
C 3.63 4.95 -1.74
S 1.69 1.86 -3.38
O 1.09 2.06 -4.68
O 2.90 1.10 -3.28
N 0.59 1.12 -2.41
C -0.70 1.31 -2.63
S -1.52 2.36 -3.76
C -3.05 1.77 -3.21
C -2.89 0.82 -2.27
N -1.57 0.57 -1.94
H 2.41 8.00 -1.55
H 3.86 7.41 -0.91
H 0.92 6.65 -2.87
H 0.30 4.39 -3.59
H 3.93 2.84 -1.95
H 4.58 5.12 -1.24
H -3.98 2.12 -3.63
H -3.69 0.25 -1.83
*
```



[3]
The following is a DFT calculation (wB97M-V/def2-TZVPD) of a gas-phase ion, C42H41N2O2 (charge +1) at a distorted geometry.

Results
SMILES: CN1C(=O)[C@H](Cc2ccccc2)/[N+](=C\[C@H](c2ccccc2)[C@H](c2ccccc2)c2ccc(Oc3ccccc3)cc2)C12CCCC2
LUMO energy: -0.1478 Ha
Gap between HOMO and LUMO: 7.3 eV
HOMO level: -11.3 eV

Geometry as ORCA input:
```
! RIJCOSX wB97M-V def2-TZVPD def2/J DEFGRID3
* xyz 1 1
C 0.87 -3.64 0.67
N 0.55 -2.48 1.46
C 1.30 -1.33 1.35
O 2.21 -1.13 0.54
C 0.73 -0.31 2.33
C 1.72 -0.09 3.48
C 2.69 1.06 3.33
C 3.41 1.46 4.46
C 4.31 2.53 4.39
C 4.48 3.21 3.17
C 3.80 2.78 2.03
C 2.94 1.67 2.09
N -0.53 -0.98 2.73
C -1.74 -0.52 2.44
C -2.06 0.75 1.71
C -2.98 1.67 2.55
C -3.03 3.03 2.21
C -4.05 3.84 2.72
C -5.02 3.29 3.56
C -4.92 1.96 3.96
C -3.85 1.17 3.51
C -2.74 0.48 0.40
C -4.16 -0.07 0.63
C -5.27 0.75 0.44
C -6.55 0.26 0.72
C -6.71 -1.05 1.18
C -5.60 -1.85 1.40
C -4.32 -1.37 1.09
C -1.97 -0.38 -0.61
C -0.60 -0.18 -0.80
C 0.11 -0.92 -1.75
C -0.58 -1.83 -2.56
O 0.10 -2.61 -3.49
C 0.99 -3.56 -2.97
C 0.50 -4.85 -2.73
C 1.31 -5.76 -2.06
C 2.61 -5.41 -1.69
C 3.10 -4.14 -1.98
C 2.30 -3.20 -2.64
C -1.96 -2.01 -2.42
C -2.63 -1.28 -1.45
C -0.25 -2.45 2.66
C 0.64 -2.94 3.83
C 0.43 -4.45 3.87
C -0.92 -4.74 3.18
C -1.46 -3.39 2.66
H 0.90 -3.36 -0.39
H 1.85 -4.07 0.94
H 0.10 -4.41 0.79
H 0.51 0.63 1.82
H 1.16 0.01 4.42
H 2.33 -1.01 3.56
H 3.27 0.92 5.40
H 4.87 2.83 5.27
H 5.16 4.06 3.12
H 3.93 3.29 1.08
H 2.50 1.25 1.18
H -2.57 -1.11 2.84
H -1.14 1.32 1.55
H -2.28 3.44 1.53
H -4.09 4.88 2.42
H -5.84 3.91 3.94
H -5.68 1.51 4.61
H -3.74 0.15 3.88
H -2.87 1.45 -0.11
H -5.13 1.78 0.08
H -7.42 0.91 0.56
H -7.71 -1.44 1.40
H -5.69 -2.87 1.80
H -3.45 -2.02 1.20
H -0.08 0.63 -0.28
H 1.18 -0.79 -1.88
H -0.52 -5.09 -3.05
H 0.92 -6.76 -1.84
H 3.25 -6.13 -1.18
H 4.12 -3.86 -1.71
H 2.65 -2.19 -2.88
H -2.48 -2.71 -3.06
H -3.71 -1.43 -1.36
H 1.70 -2.70 3.68
H 0.30 -2.44 4.75
H 1.24 -4.95 3.33
H 0.45 -4.83 4.90
H -0.80 -5.46 2.36
H -1.62 -5.19 3.89
H -2.19 -3.01 3.39
H -1.95 -3.44 1.68
*
```



[4]
The following is a DFT calculation (wB97M-V/def2-TZVPD) of a molecular structure, C42H41N8O3S2ScSeSi at a distorted geometry.

Results
LUMO energy: 0.1417 Ha
Gap between HOMO and LUMO: 5.7 eV
HOMO level: -1.8 eV

Geometry as ORCA input:
```
! RIJCOSX wB97M-V def2-TZVPD def2/J DEFGRID3
* xyz -2 1
Sc 0.26 -0.45 0.04
O -3.57 1.89 -0.30
C -4.33 0.98 -0.90
C -5.67 1.35 -1.13
C -6.54 0.49 -1.76
C -6.10 -0.77 -2.20
C -4.79 -1.14 -1.97
C -3.89 -0.29 -1.33
C -2.48 -0.72 -1.13
O -1.67 0.11 -0.58
N -2.15 -1.93 -1.52
N -0.87 -2.19 -1.12
C -0.37 -3.30 -1.50
C 0.93 -3.70 -0.96
C 1.53 -4.88 -1.35
C 2.77 -5.21 -0.80
C 3.35 -4.34 0.10
C 2.67 -3.18 0.44
N 1.48 -2.87 -0.06
H -2.66 1.53 -0.21
H -5.98 2.33 -0.80
H -7.56 0.79 -1.93
H -6.78 -1.44 -2.70
H -4.42 -2.10 -2.29
H -0.93 -3.95 -2.17
H 1.05 -5.52 -2.08
H 3.27 -6.12 -1.09
H 4.32 -4.53 0.52
H 3.09 -2.46 1.13
S -1.08 1.09 2.24
C -1.54 -0.50 2.53
N -1.29 -1.52 1.72
C -1.75 -2.72 2.24
C -1.61 -3.98 1.65
C -2.10 -5.10 2.30
C -2.74 -4.99 3.54
C -2.88 -3.75 4.14
C -2.39 -2.63 3.49
S -2.40 -0.97 3.99
H -1.12 -4.07 0.69
H -1.99 -6.07 1.84
H -3.12 -5.88 4.03
H -3.37 -3.65 5.10
C -3.82 6.15 -5.13
C -2.88 5.20 -4.42
C -1.82 5.66 -3.67
C -0.95 4.80 -3.00
C 0.17 5.38 -2.19
C -1.13 3.40 -3.09
Se 0.14 2.25 -2.25
C -2.23 2.93 -3.83
C -2.54 1.46 -3.96
C -3.07 3.83 -4.49
H -3.50 7.18 -5.00
H -4.84 6.07 -4.76
H -3.85 5.95 -6.21
H -1.65 6.73 -3.58
H 0.12 6.47 -2.19
H 1.14 5.06 -2.58
H 0.14 5.02 -1.16
H -1.99 0.89 -3.23
H -2.27 1.09 -4.96
H -3.61 1.28 -3.82
H -3.91 3.43 -5.05
N 0.66 -0.75 -3.65
C 1.66 -0.98 -2.77
O 1.49 -0.61 -1.56
C 2.85 -1.62 -3.20
C 2.96 -2.05 -4.54
N 3.00 -2.37 -5.66
C 3.98 -1.79 -2.35
N 4.94 -1.95 -1.72
H 0.10 0.07 -3.38
H 0.88 -0.83 -4.63
C 1.65 3.03 1.11
Si 2.77 1.53 1.11
C 3.58 1.38 -0.56
C 4.18 2.06 2.26
N 1.87 0.09 1.50
C 1.87 -0.52 2.75
C 1.36 -1.82 2.94
C 1.30 -2.44 4.18
C 1.75 -1.80 5.33
C 2.24 -0.51 5.18
C 2.29 0.11 3.95
H 2.13 3.87 0.59
H 1.43 3.33 2.14
H 0.71 2.85 0.60
H 4.34 2.16 -0.66
H 2.87 1.51 -1.38
H 4.06 0.41 -0.68
H 4.76 2.81 1.71
H 4.85 1.25 2.53
H 3.83 2.53 3.18
H 0.98 -2.37 2.09
H 0.87 -3.44 4.24
H 1.70 -2.28 6.30
H 2.57 0.04 6.06
H 2.61 1.14 3.91
*
```



[5]
The following is a DFT calculation (wB97M-V/def2-TZVPD) of a molecular structure, C42H42BGeN6O8Sc at a distorted geometry.

Results
Expectation value of S²: 0.770
LUMO energy (spin up / spin down): 0.0710 / 0.0710 Ha
Gap between HOMO and LUMO (spin up / spin down): 4.4 / 6.1 eV
HOMO level (spin up / spin down): -2.5 / -4.2 eV

Geometry as ORCA input:
```
! RIJCOSX wB97M-V def2-TZVPD def2/J DEFGRID3
* xyz -1 2
Sc 0.09 -0.57 -0.01
O -2.55 0.77 3.37
C -2.93 1.98 2.92
C -3.84 2.70 3.70
C -4.32 3.92 3.26
C -3.89 4.45 2.05
C -2.96 3.75 1.30
C -2.46 2.51 1.71
C -1.47 1.78 0.89
O -1.18 0.54 1.26
N -0.92 2.36 -0.13
N -0.02 1.48 -0.70
C 0.79 1.98 -1.63
C 1.79 1.13 -2.11
C 2.77 1.52 -3.07
C 3.71 0.63 -3.48
C 3.71 -0.68 -2.96
C 2.75 -0.99 -2.02
N 1.82 -0.14 -1.59
H -1.99 0.38 2.65
H -4.17 2.26 4.63
H -5.04 4.46 3.87
H -4.25 5.41 1.71
H -2.59 4.15 0.36
H 0.70 3.02 -1.95
H 2.74 2.53 -3.45
H 4.46 0.93 -4.21
H 4.45 -1.41 -3.24
H 2.72 -1.98 -1.57
C -0.26 -2.84 -5.46
N -0.88 -2.50 -4.18
C -1.82 -3.28 -3.61
C -2.38 -2.96 -2.42
C -1.85 -1.80 -1.82
O -2.24 -1.45 -0.56
N -0.92 -1.05 -2.30
C -0.43 -1.29 -3.58
O 0.31 -0.57 -4.19
H -0.86 -3.62 -5.93
H 0.75 -3.19 -5.30
H -0.22 -1.96 -6.08
H -2.10 -4.16 -4.16
H -3.14 -3.56 -1.95
O 0.75 -2.59 -0.33
N 0.25 -3.08 0.73
O -0.34 -2.21 1.39
C -4.82 1.70 -1.15
C -5.33 0.30 -0.88
C -6.64 0.04 -1.58
O -4.32 -0.62 -1.42
B -3.49 -0.86 -0.36
O -3.94 -0.49 0.85
C -5.32 -0.07 0.64
C -6.19 -1.27 0.97
C -5.62 1.09 1.56
H -4.68 1.83 -2.22
H -3.86 1.88 -0.65
H -5.52 2.46 -0.79
H -6.54 0.31 -2.64
H -7.43 0.66 -1.15
H -6.94 -1.00 -1.52
H -6.01 -2.10 0.28
H -7.25 -1.02 0.93
H -5.96 -1.60 1.98
H -4.90 1.90 1.45
H -5.59 0.76 2.60
H -6.62 1.48 1.36
C 1.71 -2.38 5.90
C 0.69 -1.57 5.41
C 0.86 -0.91 4.20
C 2.04 -1.03 3.45
C 3.04 -1.84 3.97
C 2.88 -2.51 5.18
Ge 2.14 -0.03 1.72
C 2.32 1.83 2.38
C 2.47 2.16 3.73
C 2.59 3.47 4.15
C 2.57 4.51 3.23
C 2.43 4.21 1.88
C 2.30 2.89 1.47
C 3.99 -0.45 1.11
C 4.97 0.52 0.90
C 6.22 0.19 0.40
C 6.53 -1.12 0.10
C 5.58 -2.11 0.30
C 4.32 -1.77 0.79
H 1.58 -2.91 6.84
H -0.23 -1.45 5.96
H 0.05 -0.28 3.83
H 3.98 -1.95 3.44
H 3.68 -3.14 5.56
H 2.49 1.36 4.47
H 2.70 3.69 5.21
H 2.66 5.54 3.55
H 2.40 5.01 1.14
H 2.18 2.68 0.41
H 4.75 1.55 1.14
H 6.96 0.97 0.24
H 7.51 -1.38 -0.29
H 5.80 -3.15 0.06
H 3.58 -2.56 0.91
*
```